Record 1
The following is a DFT calculation (ωB97M-V with the def2-TZVPD basis set) of a structure of composition C32H33Cl5CrN4O2.

The geometry in XYZ format:
```
77
Properties=species:S:1:pos:R:3:forces:R:3:lowdin_charge:R:1
Cr -0.92893 -0.10412 0.23819 -0.063 0.017 -0.095 0.80
C -4.11397 0.05262 1.71662 -0.003 -0.019 0.007 -0.01
C -3.00879 -0.24947 2.67482 0.009 0.015 -0.015 -0.26
C -3.29933 -0.43585 4.02325 -0.007 0.005 0.007 0.01
C -2.28570 -0.70412 4.91613 0.001 -0.002 0.001 -0.01
C -0.98525 -0.76500 4.44600 0.008 0.011 -0.013 0.01
C -0.75481 -0.56186 3.09786 -0.009 -0.002 -0.003 -0.20
N -1.74850 -0.32902 2.22183 0.018 -0.013 0.040 0.08
C 0.61598 -0.68006 2.54227 0.012 -0.011 0.012 -0.19
C 1.73501 -0.61052 3.35402 -0.026 -0.003 -0.015 0.01
C 2.97399 -0.87199 2.79823 0.010 0.005 0.006 -0.01
C 3.04312 -1.25078 1.47393 0.015 -0.010 0.008 0.02
C 1.89187 -1.27236 0.69231 -0.039 -0.005 -0.006 -0.16
N 0.70555 -0.91763 1.21983 0.012 0.004 0.037 0.09
C 1.98597 -1.83041 -0.68676 0.016 0.006 -0.008 -0.23
C 3.15674 -1.68744 -1.42151 0.009 -0.005 -0.018 -0.02
C 3.26964 -2.39028 -2.60985 0.003 -0.010 0.017 -0.05
C 2.21547 -3.18408 -3.01971 -0.011 0.001 0.003 -0.02
C 1.05984 -3.23668 -2.23962 0.011 -0.005 -0.019 -0.30
C -0.12995 -4.04999 -2.65486 0.008 -0.017 0.004 0.00
N 0.96217 -2.57486 -1.08834 0.006 0.001 0.022 0.18
H -5.04774 0.20241 2.25309 0.001 -0.002 -0.002 0.09
H -4.24915 -0.77291 1.01697 -0.001 0.006 -0.009 0.08
H -3.89647 0.95279 1.14513 0.002 0.006 0.005 0.07
H -4.32707 -0.37230 4.35072 0.000 -0.002 -0.001 0.12
H -2.50014 -0.86883 5.96334 0.003 0.000 0.001 0.12
H -0.17139 -0.99813 5.11429 -0.013 -0.005 0.013 0.12
H 1.64022 -0.36121 4.39929 0.012 0.003 0.000 0.12
H 3.86868 -0.82814 3.40482 -0.002 0.000 0.001 0.12
H 3.98072 -1.56683 1.04275 -0.002 -0.003 -0.007 0.12
H 3.95932 -1.04606 -1.08393 -0.004 0.004 0.007 0.11
H 4.16738 -2.31358 -3.20899 0.000 0.000 -0.002 0.12
H 2.27144 -3.75131 -3.93889 0.002 -0.002 0.001 0.12
H 0.04052 -4.54986 -3.60641 -0.003 0.001 0.000 0.08
H -1.00641 -3.40601 -2.74789 -0.004 0.007 -0.005 0.08
H -0.35355 -4.80416 -1.89839 -0.003 0.007 0.001 0.08
Cl -0.98970 -3.69644 1.29498 -0.001 0.001 -0.005 0.73
C -2.03439 -3.10357 0.04806 -0.018 -0.008 0.001 -0.69
C -2.00133 -1.76141 -0.29543 0.063 0.006 -0.003 -0.28
C -2.95628 -1.33910 -1.18995 -0.012 -0.005 0.003 -0.65
Cl -3.01647 0.41445 -1.37965 0.046 0.001 0.024 0.83
C -3.87021 -2.15702 -1.83466 -0.008 0.002 0.001 -0.71
Cl -5.00539 -1.51477 -2.94673 -0.003 0.000 -0.003 0.73
C -3.82811 -3.51547 -1.52641 0.000 -0.005 0.001 -0.70
Cl -4.90596 -4.59611 -2.30733 -0.001 -0.002 -0.003 0.72
C -2.92368 -3.98597 -0.56620 0.001 0.011 -0.001 -0.71
Cl -2.90721 -5.65662 -0.17058 -0.002 0.002 0.002 0.71
O -0.52008 1.77417 1.04587 -0.014 -0.008 0.038 -0.06
C 0.54347 2.44788 1.01938 0.049 -0.035 -0.024 -0.43
C 0.71840 3.62403 1.93872 -0.002 0.004 -0.006 -0.08
C 0.77655 4.98188 1.19364 -0.005 0.007 0.004 -0.16
C 1.09564 4.88876 -0.29840 -0.010 0.004 0.000 -0.20
C 2.45650 4.28619 -0.64387 0.005 0.001 0.015 -0.16
C 2.73264 2.95346 0.06371 0.002 -0.009 0.010 -0.15
N 1.54010 2.12885 0.20808 -0.061 0.016 -0.002 0.11
H 1.63993 3.46123 2.50261 -0.004 0.003 0.001 0.12
H -0.10296 3.60673 2.65102 -0.008 -0.006 -0.009 0.12
H 1.49989 5.62795 1.69420 0.010 -0.003 -0.007 0.12
H -0.19365 5.46811 1.29647 0.005 0.007 0.008 0.11
H 1.03791 5.88854 -0.73098 -0.004 0.000 0.001 0.12
H 0.30820 4.30913 -0.78892 0.009 0.001 -0.010 0.10
H 3.25531 4.98171 -0.37621 0.004 -0.002 -0.006 0.12
H 2.51367 4.14775 -1.72531 -0.005 -0.005 -0.012 0.11
H 3.15594 3.12907 1.05375 -0.001 0.000 0.002 0.12
H 3.46677 2.36826 -0.48857 0.002 0.005 0.000 0.12
H 1.29557 1.40151 -0.48274 0.018 0.018 -0.004 0.11
C -0.43196 2.12298 -2.70777 0.006 0.002 -0.009 -0.06
C -0.10995 0.63722 -2.59697 0.014 -0.001 0.017 -0.53
C 1.10549 0.30169 -3.44331 0.011 0.002 0.007 -0.03
O 0.14296 0.27644 -1.24906 -0.015 -0.001 0.005 -0.36
H -0.76017 2.37540 -3.71715 -0.001 0.003 -0.001 0.09
H 0.46269 2.71320 -2.49066 -0.008 0.005 0.004 0.07
H -1.21380 2.42071 -2.00794 -0.004 0.002 0.006 0.05
H -0.95597 0.05503 -2.97746 -0.014 -0.008 -0.007 0.11
H 1.98874 0.81690 -3.05383 0.003 0.000 -0.008 0.08
H 0.95380 0.62311 -4.47511 -0.008 -0.003 -0.003 0.09
H 1.30067 -0.76784 -3.43984 -0.010 0.017 0.000 0.06
```
Positions in Å, forces in eV/Å.

Calculated values
- Multiplicity: 4
- Charge: +1
- Kohn-Sham gap (spin up / spin down): 7.80 / 7.77 eV
- Molecular weight: 734.903 g mol⁻¹
- Energy relative to the best compared isomer or geometry (same formula, charge and spin): 0.0 kcal per mole
- Expectation value of S²: 3.788



Record 2
The following is a DFT calculation (ωB97M-V with the def2-TZVPD basis set) of a cluster of 4 separate species, C32H33ClF13N6OS in total.

The geometry in XYZ format:
```
87
Properties=species:S:1:pos:R:3:forces:R:3:lowdin_charge:R:1
N 1.98961 0.74230 -5.65920 -6.382 -0.602 0.400 0.18
C 0.79057 0.61932 -5.51501 2.815 0.096 1.265 -0.21
O -0.54126 0.45014 -5.04290 3.217 -0.158 0.516 -0.02
C -0.53089 0.36193 -3.59540 0.528 0.575 4.349 -0.09
C -0.02186 1.60246 -2.81141 -1.376 -3.762 2.448 0.12
C -0.00975 1.48002 -1.24964 -1.638 -2.269 -1.771 -0.05
C 0.57117 2.73045 -0.35243 0.529 -0.807 -1.148 -0.09
C 2.18275 2.69780 -0.61694 -0.031 -1.376 -0.416 -0.06
C 2.95354 1.77747 0.48023 -2.298 2.440 0.570 -0.27
F 2.81549 2.51052 1.72892 0.380 -2.022 -2.350 0.03
F 2.23920 0.56051 0.65790 1.894 2.011 -0.333 0.05
C 4.51359 1.64659 0.15585 1.492 2.201 0.870 -0.18
F 5.20340 2.46580 1.12776 -1.582 -2.146 -2.365 0.07
F 4.80771 2.27806 -1.10980 -0.770 -2.075 2.926 0.07
C 5.15519 0.18069 0.29472 2.196 1.056 1.319 -0.23
F 6.58297 0.39901 0.36720 -3.491 -0.800 -0.278 0.08
F 4.78070 -0.36624 1.53797 0.449 0.995 -3.083 0.11
C 4.89207 -0.69230 -1.00892 0.009 2.064 -3.378 -0.27
F 5.84777 -0.24485 -1.99157 -2.644 -0.800 2.865 0.06
F 3.61530 -0.45055 -1.64003 2.983 -0.053 2.425 0.05
S 5.08996 -2.54679 -0.87251 0.738 -4.629 -2.163 1.01
F 3.83687 -2.72404 0.20988 2.240 0.902 -1.409 -0.16
F 3.96880 -2.72075 -2.14149 1.923 0.002 2.194 -0.21
F 6.31142 -2.51985 -2.05488 -2.106 -0.294 2.274 -0.18
F 6.27150 -2.47595 0.29306 -2.356 0.387 -1.573 -0.15
F 5.25193 -4.21305 -0.85982 -0.364 2.821 0.115 -0.16
C -0.56237 0.12514 -0.59602 1.053 2.182 -2.426 0.11
N -1.02926 -1.00593 -1.37872 1.640 3.491 -1.997 -0.01
C -1.50118 -2.28244 -0.77070 -1.673 -1.880 0.446 -0.14
C -1.53755 -2.33538 0.82503 0.274 0.268 -0.172 -0.24
N -0.12297 -2.54692 1.33931 -1.870 0.152 -0.132 0.00
C -1.01081 -0.94533 -2.84547 0.468 2.763 -0.878 -0.01
C -1.44722 -2.14022 -3.80977 1.264 -0.066 -0.241 -0.10
C -0.07924 -2.60349 -4.59438 0.693 0.310 1.049 -0.23
C 0.19473 -4.18150 -4.50465 0.384 0.447 -1.736 -0.53
Cl 1.26505 -4.64869 -3.05342 -1.277 0.526 -1.044 0.49
H 0.34220 2.55038 -3.33071 -0.605 -1.560 0.704 0.14
H 0.18415 3.73449 -0.79430 0.431 -1.967 0.824 0.10
H 0.29260 2.64979 0.75842 0.307 0.007 -1.842 0.10
H 2.64537 3.73487 -0.72868 -0.551 -1.509 0.625 0.14
H 2.35182 2.15898 -1.62608 -0.165 0.956 1.549 0.12
H -0.53945 0.12672 0.55945 -0.279 -0.450 -2.275 0.11
H -0.89308 -3.16918 -1.20258 -0.669 1.656 0.831 0.13
H -2.58952 -2.45208 -1.13885 1.766 0.472 0.508 0.15
H -2.25017 -3.16968 1.19798 1.105 1.336 -0.943 0.11
H -1.96097 -1.35128 1.22939 0.527 -1.361 -0.572 0.11
H -0.07390 -3.56097 1.53637 0.343 1.004 0.273 0.08
H -0.06252 -1.99846 2.20977 0.198 -0.899 -0.357 0.06
H -1.87187 -3.06118 -3.29230 0.472 1.554 -0.459 0.11
H -2.16436 -1.79511 -4.62892 0.775 -0.182 1.529 0.13
H 0.81112 -2.09155 -4.05222 -1.361 -0.900 -1.026 0.11
H -0.06778 -2.18193 -5.66874 -0.182 -1.075 1.643 0.12
H 0.82212 -4.45728 -5.43680 -1.052 0.281 1.686 0.09
H -0.76660 -4.79731 -4.52807 1.447 0.806 0.340 0.09
N -2.32715 5.31730 -1.61825 0.224 0.517 0.202 0.05
C -1.12889 5.89069 -1.81682 -0.593 -0.238 0.115 -0.18
C -0.81973 7.18496 -1.43195 -0.025 0.019 0.027 -0.07
C -1.80518 7.93696 -0.80819 -0.019 0.092 0.048 -0.07
C -3.05324 7.37038 -0.59214 0.173 0.048 -0.037 -0.07
C -3.26200 6.06628 -1.01106 0.264 -0.461 -0.261 -0.15
H -0.39298 5.26362 -2.31132 0.049 0.104 -0.061 0.08
H 0.16567 7.59519 -1.61532 -0.055 -0.029 -0.008 0.11
H -1.60234 8.95476 -0.49326 -0.011 -0.079 -0.031 0.11
H -3.84529 7.92865 -0.10888 0.033 -0.055 -0.036 0.11
H -4.21971 5.57802 -0.86135 0.017 0.077 0.005 0.10
N -1.34695 1.87703 2.38619 -0.029 -0.058 0.760 0.04
C -0.44421 1.46513 3.29650 -0.308 0.093 -0.460 -0.16
C -0.58616 1.64276 4.66259 -0.040 0.011 -0.001 -0.06
C -1.72384 2.28533 5.12607 -0.036 0.028 0.124 -0.06
C -2.67250 2.72208 4.21361 0.117 -0.058 0.026 -0.06
C -2.44091 2.49477 2.86720 0.289 -0.185 -0.449 -0.14
H 0.43107 0.96916 2.88684 0.073 0.021 0.089 0.09
H 0.17390 1.28734 5.34706 -0.024 0.018 -0.072 0.11
H -1.87043 2.44394 6.18887 0.017 -0.012 -0.083 0.11
H -3.57230 3.22764 4.54097 0.048 -0.031 -0.060 0.11
H -3.15631 2.81573 2.11664 0.002 0.021 0.072 0.11
N -2.46706 -4.27728 3.74036 -0.380 -0.464 0.076 0.04
C -3.76780 -4.35489 3.41048 0.572 0.085 0.112 -0.17
C -4.61557 -5.35971 3.84660 0.050 -0.054 0.047 -0.07
C -4.09354 -6.34778 4.66911 -0.036 -0.078 0.044 -0.07
C -2.75325 -6.29408 5.02436 -0.150 0.025 -0.048 -0.07
C -1.98846 -5.24593 4.53920 -0.016 0.468 -0.316 -0.15
H -4.12873 -3.56161 2.76307 -0.088 -0.031 0.036 0.09
H -5.65721 -5.37024 3.55070 0.065 0.021 0.007 0.10
H -4.72529 -7.15203 5.03014 0.048 0.064 -0.029 0.11
H -2.31315 -7.04880 5.66406 -0.002 0.065 -0.040 0.11
H -0.93654 -5.15854 4.79206 -0.050 -0.064 0.027 0.10
```
Positions in Å, forces in eV/Å.

Calculated values
- Charge: +1
- Kohn-Sham gap: 7.68 eV
- Molecular weight: 832.151 g mol⁻¹



Record 3
The following is a DFT calculation (ωB97M-V with the def2-TZVPD basis set) of a cluster of 2 separate species, C32H33N4 in total.

The geometry in XYZ format:
```
69
Properties=species:S:1:pos:R:3:forces:R:3:lowdin_charge:R:1
C 1.87698 3.94824 2.55299 0.468 0.706 -0.402 -0.05
C 2.08875 2.50140 2.84305 0.023 -0.395 0.303 -0.19
C 1.03539 1.71617 3.32889 0.846 -0.343 -0.016 -0.15
N -0.24150 2.30138 3.49571 -1.490 0.853 0.171 -0.05
C -0.88914 3.02272 2.51295 -0.045 -0.508 -0.273 -0.01
N -2.05398 3.38833 3.09190 0.513 -0.526 0.882 -0.18
C -3.05765 4.22704 2.48489 -0.459 0.412 -0.245 -0.05
C -2.14192 2.94498 4.42223 0.103 0.268 -0.594 -0.05
C -1.00469 2.27754 4.67488 0.319 0.108 -0.319 -0.05
C 1.23625 0.37203 3.67020 0.451 0.339 -0.443 -0.20
C 0.10859 -0.46686 4.16910 -0.162 -0.749 0.255 -0.05
C 2.50915 -0.18536 3.48483 -0.244 0.339 -0.028 -0.01
C 3.57472 0.56915 2.98506 -0.379 0.185 0.054 -0.27
C 4.91956 -0.06660 2.78240 0.298 -0.102 -0.027 -0.05
C 3.35127 1.91712 2.68008 -0.289 -0.287 0.084 0.01
H 2.84185 4.38287 2.26934 -0.177 0.056 0.015 0.08
H 1.16587 4.09400 1.72806 0.238 -0.002 0.354 0.05
H 1.51216 4.51463 3.42343 -0.041 -0.286 -0.224 0.10
H -2.75923 4.45215 1.45177 -0.074 -0.116 0.410 0.09
H -4.04192 3.73292 2.48565 0.360 0.052 -0.064 0.09
H -3.16808 5.16852 3.04954 0.141 -0.312 -0.259 0.09
H -2.99116 3.18028 5.03713 0.025 -0.037 0.133 0.12
H -0.64032 1.84715 5.58489 -0.011 -0.090 0.124 0.12
H 0.44509 -1.50773 4.19346 -0.135 0.061 0.082 0.08
H -0.19884 -0.20111 5.18946 0.033 -0.137 -0.319 0.08
H -0.77823 -0.42498 3.52208 0.153 0.191 0.158 0.08
H 2.66437 -1.23798 3.72907 -0.033 0.237 -0.036 0.12
H 5.63836 0.66101 2.39636 -0.060 -0.124 0.052 0.08
H 5.32188 -0.47807 3.71623 -0.107 0.132 -0.121 0.09
H 4.86915 -0.90116 2.07199 -0.044 0.177 0.081 0.08
H 4.17652 2.53340 2.31474 -0.244 -0.184 0.088 0.12
C -4.07450 -3.72432 1.09420 0.039 -0.394 0.345 0.01
N -3.66545 -2.70404 0.14703 1.587 0.517 0.029 -0.06
C -2.44436 -2.10257 0.16055 -1.362 0.074 -0.338 0.06
C -2.38552 -1.12344 -0.85990 0.189 -0.041 -0.274 -0.12
C -1.33188 -0.22676 -1.09493 -0.079 -0.840 -0.295 0.10
C -1.17306 0.57255 -2.24147 0.063 0.155 -0.368 -0.14
C -1.52787 0.33269 -3.59458 -0.077 1.226 0.341 0.02
N -1.33373 1.46401 -4.32784 -0.002 -1.260 0.786 -0.06
C -1.69829 1.59511 -5.72729 -0.023 -0.154 -0.456 0.01
C -0.81019 2.47429 -3.50682 -0.299 -0.213 0.700 -0.16
C -0.66921 1.93801 -2.20399 -0.107 0.232 -0.614 -0.12
C -0.30240 2.75916 -1.14546 0.272 0.332 0.011 -0.01
C -0.03363 4.10730 -1.41465 -0.014 -0.392 -0.127 -0.06
C -0.17647 4.63035 -2.71767 -0.070 -0.493 -0.168 -0.06
C -0.59130 3.81540 -3.78442 0.293 0.284 0.266 0.00
C -3.68327 -1.17463 -1.53851 -0.280 -0.673 0.579 -0.10
C -4.45054 -2.17565 -0.88749 0.320 0.706 -0.209 -0.15
C -5.76974 -2.45176 -1.22210 -0.171 0.160 -0.341 0.01
C -6.34796 -1.70049 -2.26104 0.446 -0.175 0.308 -0.06
C -5.61201 -0.68644 -2.89883 0.365 -0.082 0.318 -0.06
C -4.28869 -0.41529 -2.52237 -0.614 0.139 -0.545 -0.02
H -5.11018 -3.99626 0.88536 0.235 -0.023 0.150 0.09
H -3.43470 -4.61303 1.00984 -0.251 0.213 -0.128 0.11
H -3.98935 -3.35541 2.12584 -0.146 0.017 -0.360 0.11
H -1.68576 -2.38091 0.88360 -0.158 0.035 -0.086 0.15
H -0.55956 -0.14656 -0.32684 -0.267 0.232 0.035 0.14
H -1.92374 -0.56607 -4.05302 0.151 0.142 0.056 0.15
H -1.48831 2.61768 -6.04645 -0.068 -0.272 -0.032 0.09
H -1.12828 0.88979 -6.34660 -0.012 0.287 0.189 0.11
H -2.76497 1.37501 -5.88155 0.305 0.199 0.187 0.10
H -0.24294 2.33463 -0.14012 0.019 0.477 -0.129 0.09
H 0.29734 4.75983 -0.60360 -0.182 -0.208 -0.267 0.10
H 0.04426 5.68296 -2.89403 -0.121 -0.294 0.009 0.11
H -0.73390 4.18686 -4.79803 0.098 0.179 0.340 0.11
H -6.31040 -3.22943 -0.68445 -0.080 0.257 -0.284 0.11
H -7.37325 -1.89372 -2.57808 0.309 0.001 0.174 0.11
H -6.07198 -0.10074 -3.69667 0.108 -0.180 0.298 0.11
H -3.72211 0.38032 -2.99583 -0.398 -0.091 0.023 0.10
```
Positions in Å, forces in eV/Å.

Calculated values
- Charge: +1
- Kohn-Sham gap: 5.95 eV
- Molecular weight: 473.644 g mol⁻¹
- Energy relative to the best compared isomer or geometry (same formula, charge and spin): 5.1 kcal per mole



Number 1: electronic energy -134807.14347 eV. Number 2: electronic energy -103374.34927 eV. Number 3: electronic energy -39673.27865 eV.